Entry a
{"formula": "C4H8NO2", "method": "the ωB97M-V functional and the def2-TZVPD basis", "elements": ["C", "N", "C", "C", "C", "O", "O", "H", "H", "H", "H", "H", "H", "H", "H"], "coordinates": [[-1.17, 0.11, -1.61], [-0.40, -0.74, -0.68], [0.47, 0.14, 0.14], [1.54, -0.68, 0.87], [-0.39, 0.92, 1.18], [-0.85, 0.22, 2.11], [-0.41, 2.16, 1.04], [-2.06, -0.45, -1.96], [-1.54, 1.02, -1.13], [-0.60, 0.23, -2.53], [-1.10, -1.04, 0.00], [1.08, 0.74, -0.54], [1.08, -1.47, 1.47], [2.13, -0.04, 1.52], [2.21, -1.12, 0.12]], "gap_ev": 7.99, "homo_energy_ev": -3.71, "total_charge": -1, "smiles": "CN[C@H](C)C(=O)[O-]"}

---

Entry b
{"formula": "C4H8NO2", "method": "the ωB97M-V functional and the def2-TZVPD basis", "elements": ["C", "C", "C", "N", "H", "H", "H", "H", "H", "H", "H", "O", "C", "O", "H"], "coordinates": [[-1.40, -1.37, 0.72], [-1.29, 0.09, 0.76], [-0.10, 0.72, 0.64], [0.06, 2.06, 0.37], [-0.41, -1.86, 0.63], [-1.97, -1.81, 1.55], [-1.96, -1.58, -0.20], [-2.21, 0.70, 0.78], [0.80, 0.12, 0.51], [0.87, 2.29, -0.17], [-0.76, 2.61, 0.11], [2.16, 0.74, -1.13], [2.08, -0.50, -1.44], [1.48, -1.38, -0.77], [2.66, -0.84, -2.34]], "gap_ev": 7.82, "homo_energy_ev": -3.48, "total_charge": -1}

---

Energies relative to the most stable structure are entry a 0.000; entry b 0.497, reported in eV.

---

Entry a
{"formula": "C4H14NO2", "method": "the ωB97M-V functional and the def2-TZVPD basis", "elements": ["O", "C", "C", "N", "C", "C", "H", "H", "H", "H", "H", "H", "H", "H", "H", "H", "H", "H", "H", "H", "O"], "coordinates": [[-2.22, 1.58, 0.00], [-1.29, 1.28, -1.06], [-0.98, -0.19, -0.86], [0.15, -0.32, 0.16], [0.92, -1.61, 0.02], [2.11, -1.48, -0.92], [-2.48, 2.50, -0.07], [-1.86, 1.39, -1.99], [-0.44, 1.96, -1.11], [-1.81, -0.66, -0.35], [-0.69, -0.70, -1.77], [-0.23, -0.24, 1.11], [0.78, 0.44, 0.07], [1.26, -1.89, 0.99], [0.20, -2.32, -0.36], [2.87, -2.23, -0.72], [1.79, -1.64, -1.94], [2.63, -0.54, -0.74], [-1.03, 1.53, 3.17], [0.46, 1.62, 3.55], [-0.14, 1.53, 2.80]], "gap_ev": 11.82, "homo_energy_ev": -14.57, "total_charge": 1}

---

Entry b
{"formula": "C4H14NO2", "method": "the ωB97M-V functional and the def2-TZVPD basis", "elements": ["O", "C", "C", "N", "C", "C", "H", "H", "H", "H", "H", "H", "H", "H", "H", "H", "H", "H", "H", "H", "O"], "coordinates": [[-0.46, 0.02, -2.07], [-1.50, 0.16, -1.09], [-0.88, 0.72, 0.17], [0.37, -0.11, 0.46], [1.59, 0.66, 0.87], [-1.82, 0.64, 1.37], [-0.44, -0.87, -2.44], [-2.21, 0.83, -1.57], [-1.96, -0.81, -0.90], [-0.50, 1.73, 0.04], [0.58, -0.74, -0.31], [0.12, -0.72, 1.24], [2.23, -0.05, 1.39], [2.08, 1.00, -0.02], [1.28, 1.34, 1.65], [-2.79, 1.09, 1.12], [-1.36, 1.11, 2.21], [-1.94, -0.41, 1.63], [2.73, -2.50, -0.85], [2.74, -1.33, -1.76], [2.15, -1.78, -1.13]], "gap_ev": 11.86, "homo_energy_ev": -14.77, "total_charge": 1}

---

Entry c
{"formula": "C4H14NO2", "method": "the ωB97M-V functional and the def2-TZVPD basis", "elements": ["C", "C", "C", "C", "O", "N", "H", "H", "H", "H", "H", "H", "H", "H", "H", "H", "H", "H", "H", "H", "O"], "coordinates": [[-0.64, -0.26, 1.96], [-0.19, -0.35, 0.42], [-0.88, 0.77, -0.36], [-0.74, 2.21, 0.01], [-0.62, 0.69, -1.83], [1.34, -0.30, -0.09], [-1.53, 0.29, 2.04], [-0.02, 0.19, 2.66], [-1.07, -1.25, 2.28], [-0.44, -1.33, -0.04], [-1.93, 0.56, -0.09], [-0.85, 2.36, 1.06], [-1.69, 2.65, -0.34], [0.12, 2.55, -0.52], [-1.38, 1.10, -2.22], [1.51, -1.38, -0.48], [2.06, -0.16, 0.69], [1.50, 0.42, -0.82], [2.30, -2.57, -1.95], [1.61, -3.50, -0.95], [1.55, -2.67, -1.44]], "gap_ev": 11.23, "homo_energy_ev": -14.42, "total_charge": 1}

---

Energies relative to the most stable structure are entry a 0.173; entry b 0.000; entry c 1.117, reported in eV.

---

Entry a
{"formula": "C4H14NO2", "method": "the ωB97M-V functional and the def2-TZVPD basis", "elements": ["C", "O", "C", "C", "C", "N", "H", "H", "H", "H", "H", "H", "H", "H", "H", "H", "H", "H", "H", "H", "O"], "coordinates": [[-0.85, -1.18, -1.12], [-1.58, -0.04, -1.72], [0.23, -0.53, -0.23], [1.58, -0.66, -0.89], [2.71, -0.26, 0.05], [-0.16, 0.88, 0.18], [-1.59, -1.65, -0.47], [-0.37, -1.74, -1.91], [-2.28, -0.46, -2.23], [0.21, -1.06, 0.71], [1.85, -1.72, -1.05], [1.64, -0.16, -1.86], [3.68, -0.01, -0.40], [2.48, 0.66, 0.61], [2.89, -1.09, 0.73], [-0.94, 1.10, -0.47], [0.48, 1.67, 0.14], [-0.60, 0.83, 1.10], [-1.18, 1.46, 3.81], [-2.47, 1.50, 3.08], [-1.55, 1.28, 2.94]], "gap_ev": 12.15, "homo_energy_ev": -15.10, "total_charge": 1}

---

Entry b
{"formula": "C4H14NO2", "method": "the ωB97M-V functional and the def2-TZVPD basis", "elements": ["C", "C", "C", "C", "O", "N", "H", "H", "H", "H", "H", "H", "H", "H", "H", "H", "H", "H", "H", "H", "O"], "coordinates": [[1.20, 0.07, 0.76], [0.28, -0.75, 1.65], [-1.00, -1.23, 0.94], [-1.66, -0.25, 0.00], [-1.59, 1.04, 0.54], [1.51, -0.66, -0.54], [0.74, 1.00, 0.46], [2.16, 0.32, 1.24], [0.04, -0.17, 2.52], [0.82, -1.65, 1.92], [-0.80, -2.13, 0.35], [-1.72, -1.52, 1.71], [-2.69, -0.59, -0.18], [-1.19, -0.29, -1.00], [-2.33, 1.60, 0.30], [1.09, -1.59, -0.55], [1.13, -0.13, -1.34], [2.51, -0.79, -0.69], [1.89, 1.83, -2.64], [0.38, 2.01, -2.48], [1.07, 1.33, -2.46]], "gap_ev": 10.88, "homo_energy_ev": -14.09, "total_charge": 1}

---

Entry c
{"formula": "C4H14NO2", "method": "the ωB97M-V functional and the def2-TZVPD basis", "elements": ["C", "C", "C", "C", "O", "N", "H", "H", "H", "H", "H", "H", "H", "H", "H", "H", "H", "H", "H", "H", "O"], "coordinates": [[0.44, 0.92, 0.79], [-0.72, 1.01, -0.16], [-0.60, 0.07, -1.37], [0.69, 0.33, -2.18], [0.90, 1.71, -2.32], [0.57, -0.50, 1.34], [1.38, 1.07, 0.28], [0.43, 1.58, 1.66], [-0.71, 2.02, -0.55], [-1.66, 0.86, 0.36], [-0.52, -0.98, -1.09], [-1.44, 0.28, -2.01], [0.61, -0.14, -3.17], [1.53, -0.22, -1.71], [1.80, 1.85, -2.61], [-0.34, -1.01, 1.40], [1.19, -1.10, 0.79], [0.96, -0.54, 2.28], [-1.45, -1.90, 3.37], [-1.65, -3.13, 2.44], [-1.38, -2.20, 2.46]], "gap_ev": 10.40, "homo_energy_ev": -13.78, "total_charge": 1}

---

Energies relative to the most stable structure are entry a 0.244; entry b 0.000; entry c 0.089, reported in eV.

---

Entry a
{"formula": "CHN4O2", "method": "the ωB97M-V functional and the def2-TZVPD basis", "elements": ["C", "N", "N", "N", "N", "O", "O", "H"], "coordinates": [[1.14, 0.08, 0.72], [-1.47, -0.37, -1.37], [-0.23, -0.76, -1.57], [-1.11, 0.14, -0.19], [0.25, -0.17, -0.41], [2.34, -0.26, 0.53], [0.53, 0.63, 1.63], [-1.45, 0.72, 0.67]], "gap_ev": 9.58, "homo_energy_ev": -5.20, "total_charge": -1}

---

Entry b
{"formula": "CHN4O2", "method": "the ωB97M-V functional and the def2-TZVPD basis", "elements": ["H", "N", "N", "N", "O", "N", "C", "O"], "coordinates": [[1.41, -0.73, -0.53], [1.94, 0.13, -0.50], [1.32, 1.12, -0.17], [0.10, 1.21, 0.07], [-0.66, 2.00, 0.75], [-0.51, -0.43, 0.21], [-1.38, -1.23, 0.12], [-2.24, -2.07, 0.05]], "gap_ev": 7.57, "homo_energy_ev": -3.51, "total_charge": -1, "smiles": "[H]/N=N\\N([O-])N=C=O"}

---

Energies relative to the most stable structure are entry a 0.000; entry b 1.755, reported in eV.